(1)
The following is a DFT calculation (the ωB97M-V functional and the def2-TZVPD basis) of a molecular structure, C38H63ClGeN5OPS2Zn.

Calculated values
Largest force on an atom   0.028 Eh/bohr
Electronic energy   -198335.226 eV
E_HOMO   -13.28 eV
ΔE to the lowest compared entry with this formula, charge and spin   43.0 kcal per mole
LUMO level   -5.06 eV

```
! wB97M-V def2-TZVPD RIJCOSX def2/J DEFGRID3
* xyz 2 1
Zn -0.367 -0.280 -0.251
N 3.263 0.684 3.507
C 2.500 1.154 2.544
N 2.234 2.440 2.416
S 1.773 -0.011 1.447
H 3.706 1.268 4.206
H 3.379 -0.317 3.584
H 2.553 3.129 3.082
H 1.594 2.747 1.697
C -1.142 -1.042 -5.246
C -0.097 -0.012 -4.782
C -0.532 1.427 -5.119
C 1.280 -0.333 -5.384
C -0.048 -0.075 -3.352
N -0.061 -0.079 -2.205
H -1.204 -1.020 -6.332
H -2.122 -0.814 -4.834
H -0.857 -2.044 -4.934
H -0.597 1.541 -6.198
H 0.188 2.146 -4.731
H -1.507 1.641 -4.686
H 1.227 -0.225 -6.465
H 1.568 -1.357 -5.156
H 2.044 0.346 -5.010
Ge 3.574 -0.236 -0.115
C 3.604 -1.964 -1.067
C 4.257 -3.006 -0.421
C 4.454 -4.211 -1.071
C 4.006 -4.379 -2.371
C 3.345 -3.342 -3.009
C 3.137 -2.137 -2.362
C 3.710 1.560 -0.975
C 3.221 1.841 -2.244
C 3.453 3.076 -2.828
C 4.167 4.050 -2.148
C 4.636 3.788 -0.868
C 4.412 2.548 -0.290
H 4.664 -0.235 0.977
H 4.625 -2.869 0.588
H 4.968 -5.012 -0.563
H 4.172 -5.314 -2.887
H 3.001 -3.468 -4.025
H 2.624 -1.330 -2.864
H 2.666 1.086 -2.782
H 3.089 3.274 -3.825
H 4.374 5.001 -2.618
H 5.203 4.536 -0.332
H 4.816 2.331 0.693
C -0.641 6.673 -0.452
N -0.632 5.271 -0.809
C 0.379 4.415 -0.656
N 1.504 4.809 -0.007
S 0.216 2.829 -1.168
H -1.672 7.014 -0.431
H -0.096 7.283 -1.178
H -0.224 6.817 0.544
H -1.410 4.931 -1.355
H 1.706 5.796 0.054
H 2.312 4.219 -0.150
O -2.107 0.115 0.336
P -3.056 1.201 0.819
C -1.954 2.401 1.707
C -2.488 3.802 1.996
C -1.372 4.606 2.663
C -0.990 4.022 4.033
C -1.520 2.597 4.203
C -1.298 1.761 2.947
C -4.184 0.298 1.989
C -5.002 -0.790 1.290
C -6.336 -0.293 0.739
C -7.135 0.429 1.818
C -6.336 1.607 2.366
C -5.019 1.125 2.962
C -3.622 2.085 -0.720
C -4.806 3.042 -0.663
C -4.842 3.875 -1.954
C -4.465 3.042 -3.187
C -4.741 1.565 -2.935
C -3.836 1.032 -1.821
H -1.176 2.523 0.937
H -3.371 3.790 2.634
H -2.767 4.282 1.056
H -1.679 5.646 2.769
H -0.509 4.588 1.993
H -1.409 4.646 4.821
H 0.096 4.038 4.153
H -2.586 2.626 4.426
H -1.026 2.121 5.050
H -1.691 0.756 3.108
H -0.224 1.646 2.777
H -3.405 -0.226 2.565
H -5.206 -1.571 2.026
H -4.396 -1.238 0.496
H -6.906 -1.150 0.373
H -6.166 0.381 -0.103
H -7.361 -0.265 2.631
H -8.082 0.781 1.405
H -6.916 2.114 3.138
H -6.138 2.324 1.569
H -5.246 0.484 3.818
H -4.443 1.975 3.332
H -2.725 2.673 -0.964
H -4.749 3.710 0.198
H -5.733 2.476 -0.581
H -4.164 4.727 -1.865
H -5.845 4.282 -2.073
H -3.406 3.170 -3.422
H -5.033 3.383 -4.052
H -4.574 0.987 -3.844
H -5.790 1.440 -2.666
H -2.860 0.757 -2.229
H -4.276 0.127 -1.398
Cl 0.391 -2.214 0.096
*
```

These are the Mulliken partial charges, in e, on atoms 1 to 2: number 1, Zn, carries 1.4130; number 2, N, carries -0.2467

=====

(2)
The following is a DFT calculation (the ωB97M-V functional and the def2-TZVPD basis) of a molecular structure, C38H63F6FeN3O2SSi5.

Calculated values
Largest force on an atom   0.113 Eh/bohr
Electronic energy   -149908.380 eV
E_HOMO (alpha / beta)   1.32 / 1.25 eV
LUMO level (alpha / beta)   3.50 / 2.30 eV

```
! wB97M-V def2-TZVPD RIJCOSX def2/J DEFGRID3
* xyz -2 5
Fe -10.262 -12.103 -15.763
C -16.621 -10.464 -13.085
C -15.183 -10.142 -13.656
C -15.272 -8.777 -14.420
C -14.153 -10.032 -12.526
C -14.816 -11.111 -14.770
C -15.816 -11.478 -15.770
C -15.487 -12.026 -17.005
C -14.127 -12.213 -17.321
S -13.410 -12.738 -18.785
C -11.825 -12.444 -18.083
N -11.859 -12.035 -16.789
C -13.187 -11.955 -16.346
C -13.482 -11.460 -15.107
C -10.513 -12.809 -18.656
C -10.445 -13.961 -19.502
C -9.468 -14.890 -19.253
C -8.517 -14.634 -18.280
C -8.560 -13.452 -17.479
C -9.407 -12.406 -17.829
H -16.892 -9.833 -12.262
H -16.616 -11.474 -12.722
H -17.419 -10.386 -13.870
H -15.699 -7.906 -13.799
H -15.925 -8.969 -15.279
H -14.308 -8.424 -14.790
H -14.472 -9.273 -11.702
H -13.126 -9.864 -12.962
H -14.042 -11.037 -12.051
H -16.877 -11.209 -15.645
H -16.222 -12.283 -17.741
H -12.597 -11.274 -14.477
H -11.208 -14.201 -20.238
H -9.499 -15.934 -19.612
H -7.874 -15.460 -17.977
H -7.795 -13.335 -16.728
O -6.083 -11.715 -13.736
H -5.389 -11.051 -13.724
H -6.790 -11.183 -13.197
N -11.828 -15.012 -15.001
C -10.855 -14.636 -14.103
C -10.360 -15.349 -13.018
C -9.364 -14.782 -12.250
C -8.965 -13.471 -12.351
C -9.507 -12.794 -13.424
N -10.304 -13.370 -14.288
H -11.941 -15.982 -15.271
H -12.028 -14.330 -15.721
H -10.719 -16.352 -12.798
H -8.962 -15.342 -11.412
H -8.241 -12.939 -11.748
H -9.411 -11.743 -13.467
C -7.575 -8.069 -11.101
C -8.038 -9.575 -11.259
O -7.790 -10.126 -12.453
C -7.349 -10.423 -10.044
F -7.589 -9.991 -8.798
F -6.025 -10.289 -10.260
F -7.691 -11.753 -10.081
C -9.670 -9.661 -11.032
F -10.117 -8.793 -10.105
F -10.293 -9.311 -12.258
F -10.076 -10.887 -10.722
H -6.603 -7.927 -11.543
H -7.539 -7.730 -9.997
H -8.321 -7.473 -11.676
C -9.252 -9.756 -15.852
Si -8.734 -10.639 -17.465
C -6.948 -10.884 -17.231
C -9.387 -9.658 -19.034
H -9.209 -10.205 -14.816
H -10.260 -9.236 -16.013
H -8.528 -8.934 -15.737
H -6.381 -9.897 -17.429
H -6.441 -11.569 -17.927
H -6.762 -11.092 -16.134
H -8.880 -8.703 -18.983
H -10.449 -9.529 -19.044
H -9.021 -10.248 -19.866
C -0.530 -15.250 -12.055
Si -1.678 -14.560 -13.350
C -2.640 -12.998 -12.956
C -0.695 -14.145 -14.874
Si -3.333 -16.111 -13.964
Si -4.721 -16.282 -12.035
C -3.571 -16.608 -10.556
C -5.620 -14.590 -11.807
C -5.909 -17.690 -12.135
Si -2.352 -18.274 -14.221
C -2.295 -19.369 -12.671
C -3.598 -19.113 -15.400
C -0.649 -18.161 -14.991
H -1.015 -15.892 -11.287
H 0.003 -14.440 -11.484
H 0.248 -15.801 -12.583
H -1.931 -12.169 -13.211
H -2.786 -12.956 -11.861
H -3.597 -12.803 -13.535
H 0.041 -14.887 -15.014
H -0.262 -13.159 -14.650
H -1.244 -14.209 -15.803
H -4.021 -17.327 -9.859
H -3.349 -15.594 -10.095
H -2.606 -16.929 -10.978
H -6.101 -14.190 -12.704
H -4.989 -13.748 -11.517
H -6.347 -14.792 -10.998
H -5.416 -18.607 -12.401
H -6.692 -17.512 -12.893
H -6.319 -17.916 -11.087
H -3.197 -19.424 -12.075
H -1.419 -19.140 -11.988
H -2.111 -20.415 -13.136
H -4.252 -19.819 -14.860
H -3.125 -19.604 -16.209
H -4.287 -18.313 -15.789
H -0.268 -19.108 -15.249
H 0.073 -17.569 -14.408
H -0.730 -17.511 -15.853
*
```

These are the Mulliken partial charges, in e, on atoms 1 to 2: number 1, Fe, carries -0.3422; number 2, C, carries -1.7533

=====

(3)
The following is a DFT calculation (the ωB97M-V functional and the def2-TZVPD basis) of 12 unconnected molecules or ions with the total composition C38H64BO40S9.

Calculated values
Largest force on an atom   0.122 Eh/bohr
Electronic energy   -220531.605 eV
E_HOMO   -7.65 eV
LUMO level   1.30 eV

```
! wB97M-V def2-TZVPD RIJCOSX def2/J DEFGRID3
* xyz -1 1
O -3.858 1.033 1.741
C -3.157 0.535 0.803
O -2.478 1.139 -0.069
B -1.706 0.250 -0.950
O -1.973 -0.976 -0.321
C -2.852 -0.908 0.620
O -3.359 -1.856 1.220
O -0.244 0.705 -1.103
C 0.111 0.812 -2.427
O 1.193 1.201 -2.849
C -1.186 0.497 -3.257
O -2.190 0.268 -2.330
O -1.291 0.543 -4.501
C -7.548 -7.707 -2.755
C -6.262 -7.038 -2.213
O -5.346 -8.002 -2.535
S -5.534 -8.641 -4.048
O -5.266 -10.093 -4.108
O -4.860 -7.734 -4.937
O -7.176 -8.353 -3.977
H -8.257 -6.913 -2.991
H -7.997 -8.299 -1.958
H -6.357 -6.831 -1.147
H -6.069 -6.177 -2.853
C -9.713 6.116 4.352
C -8.449 6.894 3.983
O -8.243 7.865 4.937
S -9.192 7.669 6.294
O -10.366 8.522 6.381
O -8.389 7.541 7.452
O -9.626 6.208 5.764
H -9.656 5.028 4.319
H -10.691 6.470 4.023
H -8.436 7.316 2.978
H -7.612 6.206 3.865
C 6.846 -1.027 0.001
C 5.971 -2.230 0.426
O 6.734 -2.981 1.332
S 8.362 -2.916 0.837
O 8.558 -3.798 -0.307
O 9.306 -3.002 1.975
O 8.157 -1.313 0.364
H 6.591 -0.052 0.415
H 6.837 -0.914 -1.084
H 5.814 -2.871 -0.442
H 4.974 -2.055 0.830
C -4.426 -7.893 7.267
C -3.224 -8.241 6.429
O -3.023 -9.585 6.676
S -3.288 -9.914 8.286
O -2.047 -9.875 9.060
O -4.113 -11.115 8.519
O -4.145 -8.505 8.454
H -5.342 -8.329 6.867
H -4.568 -6.828 7.450
H -2.386 -7.588 6.673
H -3.447 -8.087 5.373
C -10.854 -2.709 3.357
C -11.312 -4.101 2.852
O -11.612 -3.908 1.480
S -11.121 -2.480 0.857
O -12.147 -1.979 0.010
O -9.736 -2.373 0.431
O -11.200 -1.848 2.350
H -9.772 -2.690 3.489
H -11.405 -2.608 4.292
H -12.280 -4.487 3.171
H -10.509 -4.823 3.001
O 1.890 5.080 3.143
S 1.458 6.416 3.496
O 1.748 7.093 4.754
O 2.007 7.421 2.315
C 1.954 6.911 1.002
C 2.023 8.109 0.124
C -0.331 6.582 3.247
H 1.068 6.356 0.695
H 2.700 6.127 0.874
H 2.840 8.823 0.232
H 1.145 8.751 0.188
H 2.136 7.805 -0.917
H -0.611 6.464 2.200
H -0.532 7.589 3.611
H -0.769 5.848 3.924
O 13.138 7.410 -1.328
S 11.860 7.048 -0.742
O 11.226 7.757 0.339
O 10.791 6.809 -1.971
C 9.473 6.458 -1.494
C 8.740 5.878 -2.692
C 12.034 5.309 -0.223
H 8.996 7.414 -1.276
H 9.268 5.838 -0.622
H 9.069 4.894 -3.025
H 8.566 6.548 -3.534
H 7.768 5.783 -2.207
H 11.055 4.925 0.062
H 12.678 5.225 0.652
H 12.390 4.765 -1.098
O 2.860 -6.235 8.718
S 3.585 -6.264 7.436
O 3.667 -7.452 6.572
O 3.019 -4.938 6.548
C 2.647 -3.753 7.219
C 1.476 -3.056 6.431
C 5.247 -5.741 7.848
H 3.469 -3.043 7.134
H 2.381 -3.904 8.265
H 0.654 -3.771 6.470
H 1.827 -2.797 5.432
H 1.191 -2.139 6.947
H 5.729 -6.502 8.461
H 5.040 -5.021 8.640
H 5.792 -5.253 7.039
O -3.310 6.066 -4.163
S -4.577 6.315 -4.854
O -5.662 7.108 -4.230
O -4.311 6.889 -6.415
C -3.206 6.284 -7.130
C -3.281 6.927 -8.539
C -5.422 4.699 -5.383
H -3.303 5.246 -7.447
H -2.244 6.541 -6.688
H -4.066 6.456 -9.131
H -2.264 6.861 -8.927
H -3.499 7.994 -8.507
H -5.816 4.327 -4.437
H -4.718 4.025 -5.872
H -6.151 5.070 -6.102
C 1.796 -6.380 -1.648
C 1.308 -6.739 -0.408
C 2.010 -7.641 0.379
C 3.255 -8.209 -0.023
C 3.615 -7.924 -1.347
C 2.916 -7.059 -2.137
H 1.250 -5.691 -2.275
H 0.368 -6.339 -0.056
H 1.523 -7.844 1.322
H 3.759 -8.883 0.654
H 4.562 -8.215 -1.778
H 3.361 -6.828 -3.093
C 6.080 1.667 -10.227
C 6.285 3.000 -9.850
C 7.282 3.833 -10.404
C 8.090 3.205 -11.355
C 8.013 1.842 -11.632
C 7.024 1.030 -11.003
H 5.323 1.045 -9.772
H 5.576 3.501 -9.208
H 7.453 4.851 -10.085
H 8.747 3.870 -11.896
H 8.815 1.400 -12.206
H 6.898 -0.038 -11.108
*
```

These are the Mulliken partial charges, in e, on atoms 1 to 2: number 1, O, carries -0.6966; number 2, C, carries 0.6101

=====

Which value of electronic energy does entry 2 give?
-149908.380 eV